C22H33B2NO12 | ωB97M-V/def2-TZVPD

Geometry as XYZ:
```
70
Properties=species:S:1:pos:R:3:forces:R:3
C 4.2243 0.5774 2.3465 -0.27 -0.47 0.27
H 1.4575 0.4580 -3.5204 -0.04 0.01 0.06
H 0.3228 -1.3055 -2.2350 -0.10 -0.09 -0.04
H -1.8564 2.3131 0.9220 0.17 0.12 0.24
C 2.6636 0.9937 0.3755 -0.78 -0.43 -1.08
H -3.7833 -2.9339 3.3219 -0.08 -0.03 -0.11
H -3.7678 -0.0429 2.2943 0.07 0.03 0.09
O -7.2866 -2.5014 1.9175 0.00 0.01 -0.01
O -1.6837 1.4861 3.4003 0.40 0.03 0.32
H -1.2472 1.7626 -0.6351 0.02 -0.03 0.00
H -0.1340 -5.8859 -6.3563 -0.05 0.04 0.04
B -0.5051 2.1673 3.2878 -0.24 -0.21 -0.12
O 1.9735 -3.1869 -4.9726 0.00 -0.01 -0.01
C -4.1429 -1.9053 3.3086 0.33 0.00 0.10
C -3.3752 -1.0601 2.3170 -0.19 -0.01 -0.24
O 0.1587 -2.6502 -3.7318 -0.02 -0.02 0.01
C 0.4944 1.7003 2.1541 -0.18 0.32 -0.28
H 2.9331 2.0434 -2.7935 -0.25 0.15 0.14
N 3.6486 0.8052 -0.5746 1.30 1.06 1.64
C 3.7096 2.5977 -2.2749 0.11 -0.28 0.10
C 0.8291 -3.3549 -4.6366 -0.02 0.02 0.02
H -3.0918 0.7344 4.6594 0.06 -0.08 0.05
H -7.5288 -2.7724 -0.1270 0.06 -0.05 0.00
H 0.6766 3.3173 4.3462 0.04 0.25 -0.23
H 1.5303 -5.5261 -5.8423 0.03 0.06 -0.01
H 3.2928 3.5117 -1.8465 0.00 0.05 -0.07
H 0.7281 -4.4967 -7.0553 0.07 0.02 0.02
C -5.9658 -2.6483 2.0408 0.00 0.02 0.02
C -1.0080 2.3721 0.2404 -0.03 -0.17 -0.44
O -0.2552 3.2155 4.1312 0.16 -0.43 0.37
H 3.9939 0.3082 3.3794 0.03 0.11 0.04
H -1.1151 4.0523 -2.2294 0.22 -0.14 -0.27
C 1.7540 1.0786 2.6238 -0.10 -0.06 0.07
H -1.7828 5.3506 0.4543 0.14 0.31 0.09
O 1.0114 1.1840 -1.3000 0.06 0.02 0.17
H 1.5667 -0.5980 -4.9370 0.05 -0.05 0.05
B -0.7652 3.8516 -0.3018 -0.07 0.04 -0.11
C 0.9838 -0.3659 -4.0457 -0.03 -0.10 -0.38
C 5.6207 -1.3714 1.1993 -0.05 -0.11 0.01
H 4.4817 2.8385 -3.0056 0.00 0.28 0.09
H -4.0349 -1.5045 4.3152 -0.15 0.01 0.01
C 0.2384 1.8041 0.8414 0.17 -0.11 0.25
H -0.0092 -0.0523 -4.3721 -0.02 0.04 0.10
H -2.3211 -1.0167 2.5882 -0.01 0.03 0.04
C 0.8860 -1.5624 -3.1293 0.15 0.26 0.23
C 0.5826 -5.0946 -6.1568 -0.03 -0.12 -0.05
H 6.2228 2.6557 -1.5463 0.02 0.10 0.12
O 0.0131 -4.2977 -5.1164 0.00 0.00 -0.02
O -0.3722 4.0422 -1.6192 -0.31 0.23 0.35
H -3.4586 -1.4710 1.3113 0.03 -0.08 0.03
C 2.8978 0.8863 1.6943 0.01 0.03 0.07
H -7.5843 -4.2634 0.8466 0.06 0.01 -0.02
C -7.8564 -3.2108 0.8143 -0.13 -0.05 -0.03
H 6.1550 -2.1090 0.6500 0.01 -0.04 0.13
O -5.5587 -1.8893 3.0555 -0.02 0.01 0.03
H -8.9327 -3.1052 0.9124 0.01 0.05 0.06
C 4.3068 1.6956 -1.2147 -0.48 -0.15 -0.42
C -2.2790 1.4563 4.7022 -0.51 0.26 -0.28
H 4.8362 1.4813 2.3969 0.08 -0.04 -0.12
O -0.9155 4.9435 0.5364 -0.13 -0.40 -0.01
H 1.8705 -1.9077 -2.8145 0.01 -0.07 -0.11
O -5.2724 -3.3506 1.3519 -0.01 -0.01 0.00
H -1.5544 1.1687 5.4616 0.02 -0.03 -0.02
C 5.7854 1.8402 -0.9760 0.10 -0.80 -0.64
H 6.2556 0.9069 -1.3032 0.12 0.04 0.07
H 5.9834 1.9191 0.0913 -0.04 0.08 -0.01
H -2.7032 2.4279 4.9551 0.07 0.02 0.06
O 1.8162 0.7193 3.7911 0.14 0.22 -0.05
C 4.9713 -0.5333 1.7559 0.16 0.36 -0.39
C 1.2713 1.3077 -0.1223 -0.14 -0.06 -0.02
```
Forces are in eV/Å.

Structure (SMILES) ... C#CCC1=C(N=C(C)C)C(=O)C(CB(O)O)=C(B(O)OC)C1=O.CCOC(=O)OC.CCOC(=O)OC
Energy ... -1865.50996 hartree
Total charge ... 0

=====

C6H5O6Pb | ωB97M-V/def2-TZVPD

Geometry as XYZ:
```
18
Properties=species:S:1:pos:R:3:forces:R:3
O 3.5410 -0.1973 -0.7985 -5.40 -0.16 0.53
H 0.2679 0.8985 -3.0124 -0.19 -2.06 -0.58
C -2.0587 -0.2691 -0.6509 -9.30 0.01 -0.04
O 0.2147 -0.4295 2.0888 -0.88 0.08 -3.88
O 0.1446 3.1524 -0.4533 0.08 -4.67 -0.02
C 0.1684 2.0053 -0.4173 -0.07 8.28 0.48
C 0.1668 -0.2684 -2.7909 -0.12 -1.87 -2.01
Pb 0.1769 -0.2687 -0.3850 -0.30 -0.69 0.08
H -0.8202 0.4427 3.5050 -0.46 1.05 -0.50
O -3.2024 -0.2403 -0.7877 5.06 -0.11 0.33
O 0.0713 -1.3382 -3.3082 0.36 4.25 1.87
H -1.6672 0.6283 1.8721 1.13 -0.26 0.73
O 0.1917 -3.6441 -0.5309 -0.03 5.27 0.24
C -0.6861 0.6983 2.4339 -0.54 0.68 1.13
H -0.2190 1.7145 2.2425 -0.35 -1.29 0.54
C 0.1833 -2.4946 -0.4580 0.02 -9.08 0.07
H 1.1278 -0.1601 2.0749 1.15 0.36 1.26
C 2.3991 -0.2296 -0.6240 9.84 0.21 -0.23
```
Forces are in eV/Å.

Energy above the lowest of the compared OMol25 structures with the same formula, charge and spin ... 3.297 eV
Energy ... -874.37212 hartree
Total charge ... +3